The following is a quantum chemistry calculation of a cluster of 2 separate species, C6H13O2 in total, from OMol25.

## Properties
E_HOMO ... -3.9 eV
Relative energy (zero: lowest compared OMol25 entry of this formula, charge and spin) ... 0.362 eV
HOMO-LUMO gap ... 7.7 eV
Total charge ... -1
Total energy ... -386.94622 Ha
Molecular weight ... 117.17 g mol⁻¹

Cartesian coordinates (Å):
C  -0.22042  1.97131  -0.11014
C  -0.67234  2.37425  1.28814
C  1.04668  2.67613  -0.58206
H  -0.09601  0.89331  -0.11814
H  -0.99667  2.16520  -0.84448
H  -1.16858  3.34845  1.31693
H  0.15268  2.36909  2.00906
H  1.52782  2.12714  -1.38742
H  0.84000  3.66742  -1.01814
H  -1.41738  1.65874  1.64619
H  1.76102  2.86897  0.23226
C  0.64544  -2.16286  0.24838
C  1.23030  -1.04850  1.13642
C  -0.55623  -1.71394  -0.63338
O  -1.67541  -2.11282  -0.24718
O  -0.24452  -1.03629  -1.64071
H  1.42030  -2.54628  -0.42538
H  0.33038  -2.98463  0.89687
H  0.41655  -0.47004  1.57427
H  1.84612  -0.35414  0.55965
H  1.85525  -1.46696  1.93512

Atoms 1-2, force components in eV/Å:
C 0.2 0.1 0.2
C -0.4 0.0 0.0

---

The following is a quantum chemistry calculation of a structure of composition C18H16Cl2MoN4OS, from OMol25.

## Properties
E_HOMO (alpha / beta) ... -14.2 / -14.3 eV
Relative energy (zero: lowest compared OMol25 entry of this formula, charge and spin) ... 0.000 eV
HOMO-LUMO gap (alpha / beta) ... 6.8 / 6.8 eV
Total charge ... +2
Total energy ... -2376.06979 Ha
2S+1 ... 3
Molecular weight ... 503.27 g mol⁻¹

Cartesian coordinates (Å):
Mo  0.10760  0.15968  0.05443
Cl  1.49516  0.76073  2.12340
C  2.89716  -0.30241  1.99351
C  3.77298  -0.34564  3.05408
C  4.87833  -1.17922  2.94171
C  5.08120  -1.93498  1.79958
C  4.18111  -1.86643  0.74573
Cl  4.45018  -2.81140  -0.66344
C  3.05977  -1.03703  0.82789
S  1.94834  -0.94605  -0.54529
H  3.60398  0.24854  3.94114
H  5.58597  -1.23698  3.75699
H  5.94024  -2.58547  1.71337
O  -0.92877  -0.18224  -1.49351
C  -1.73139  -1.18899  -1.90371
C  -2.01793  -1.28659  -3.26029
C  -2.83305  -2.30185  -3.71536
C  -3.37476  -3.23059  -2.82546
C  -3.09904  -3.12804  -1.48183
C  -2.27608  -2.10207  -0.99418
C  -2.01773  -1.96736  0.42304
N  -1.14968  -1.11939  1.02345
C  -1.23771  -1.33965  2.40255
C  -2.14786  -2.30416  2.62245
N  -2.61942  -2.68019  1.38082
H  -1.58258  -0.56238  -3.93490
H  -3.04767  -2.38009  -4.77241
H  -4.00499  -4.02956  -3.18845
H  -3.51807  -3.86587  -0.80947
H  -0.64885  -0.78764  3.11135
H  -2.50380  -2.75098  3.53362
H  -3.33149  -3.37470  1.21911
C  -0.97132  5.02279  -1.95915
N  -0.24933  4.57356  -0.75082
C  0.34603  5.59775  0.13038
C  -0.10680  3.32848  -0.50329
N  0.02429  2.19080  -0.27682
H  -1.77623  5.68810  -1.65416
H  -1.38368  4.16367  -2.48012
H  -0.27711  5.55113  -2.60960
H  -0.44409  6.25995  0.47801
H  1.08386  6.16358  -0.43502
H  0.82320  5.11920  0.98065

Atoms 1-2, force components in eV/Å:
Mo 0.1 0.1 0.0
Cl 0.0 0.0 0.0

---

The following is a quantum chemistry calculation of a cluster of 20 separate species, C64H180N12O20 in total at a distorted geometry, from OMol25.

## Properties
E_HOMO ... -8.8 eV
Relative energy (zero: lowest compared OMol25 entry of this formula, charge and spin) ... 0.016 eV
HOMO-LUMO gap ... 9.1 eV
Total energy ... -4707.88454 Ha
Molecular weight ... 1438.21 g mol⁻¹

Cartesian coordinates (Å):
C  0.83940  5.98920  1.11626
C  -0.52748  5.29278  1.40556
O  -0.66770  5.44424  2.74658
H  1.66146  5.46143  1.59975
H  0.84124  7.03570  1.42111
H  0.99771  5.92519  0.03971
H  -0.42968  4.22854  1.19121
H  -1.34942  5.73907  0.84580
H  -0.31967  4.65172  3.16178
C  -4.76120  3.41177  2.25532
C  -4.78047  2.71203  3.57227
O  -5.95165  3.00737  4.25262
H  -3.98910  2.97718  1.62042
H  -4.55576  4.47392  2.38850
H  -5.66056  3.27738  1.65434
H  -3.87788  3.01337  4.10390
H  -4.74094  1.62432  3.51366
H  -6.65512  2.53699  3.79932
C  -1.96625  0.08964  5.62285
C  -2.50051  1.36959  6.24531
O  -1.82128  2.51343  5.74581
H  -1.94099  0.10039  4.53320
H  -2.58229  -0.75233  5.93859
H  -0.94719  -0.10708  5.95589
H  -2.46740  1.33599  7.33429
H  -3.55355  1.55627  6.03472
H  -2.27696  3.31153  6.02330
C  4.24959  3.00901  -0.91617
C  3.62449  3.27104  0.41275
O  4.51020  4.13937  1.06180
H  3.72842  2.27688  -1.53299
H  5.23109  2.54010  -0.84619
H  4.41214  3.94566  -1.44943
H  3.50133  2.35767  0.99474
H  2.66989  3.78043  0.28101
H  5.28315  3.60846  1.26739
C  -3.00666  -3.34091  -1.70784
C  -2.72192  -2.12573  -2.55488
O  -3.16873  -1.08479  -1.72790
H  -2.86500  -4.31118  -2.18387
H  -4.03239  -3.42027  -1.34774
H  -2.43335  -3.28922  -0.78223
H  -3.13923  -2.22278  -3.55714
H  -1.65876  -1.89798  -2.63187
H  -2.53337  -0.36741  -1.78506
C  -4.43001  -1.95709  2.02162
C  -3.78670  -3.27647  2.31200
O  -3.43845  -3.23835  3.64702
H  -5.25874  -1.67317  2.67023
H  -4.73121  -1.79898  0.98606
H  -3.72356  -1.15233  2.22507
H  -2.88113  -3.46528  1.73546
H  -4.43251  -4.11731  2.05898
H  -3.70879  -4.01391  4.14404
C  0.88119  -4.22474  0.28777
C  0.20768  -4.55297  1.63413
O  0.09658  -5.89223  1.80395
H  0.14406  -4.43763  -0.48645
H  1.83961  -4.73458  0.18984
H  1.07627  -3.15556  0.20486
H  -0.68709  -3.94034  1.74440
H  0.94710  -4.22718  2.36573
H  0.07034  -6.06487  2.74794
C  -3.37044  4.06226  -1.00968
C  -2.50264  4.55519  -2.16495
O  -1.83310  3.40630  -2.55351
H  -2.70143  3.73429  -0.21409
H  -3.95939  3.21653  -1.36461
H  -4.05246  4.82820  -0.64052
H  -1.86535  5.37542  -1.83452
H  -3.09976  4.82356  -3.03646
H  -1.29644  3.52389  -3.34076
C  0.21952  6.27601  -4.62574
C  0.58949  4.92180  -5.21115
C  1.94043  4.38711  -4.67388
O  2.04276  3.13434  -5.33138
C  3.40769  2.68438  -5.18341
N  -0.50721  3.95285  -5.02058
H  0.12600  6.17084  -3.54486
H  -0.70547  6.58692  -5.11135
H  0.97618  7.04669  -4.77283
H  0.78208  5.07464  -6.27305
H  1.94463  4.18459  -3.60288
H  2.68643  5.15920  -4.86216
H  3.59254  1.77843  -5.76064
H  3.67230  2.49612  -4.14291
H  4.15558  3.35794  -5.60180
H  -0.28240  3.12232  -5.54952
H  -1.33363  4.35013  -5.44402
C  7.29282  -7.77433  3.21736
C  6.20803  -8.34395  2.30745
C  5.11273  -7.30877  1.96888
O  4.54447  -6.97513  3.25957
C  3.44390  -6.19673  3.08036
N  6.82696  -8.83987  1.06379
H  6.86369  -7.36027  4.12977
H  7.75944  -6.86260  2.84437
H  8.03690  -8.48493  3.57720
H  5.68989  -9.14727  2.83120
H  4.44997  -7.81007  1.26351
H  5.59970  -6.45100  1.50501
H  3.21741  -5.74672  4.04695
H  2.57971  -6.75847  2.72580
H  3.60093  -5.28563  2.50300
H  7.76236  -9.04554  1.38448
H  7.05481  -8.02571  0.51123
C  -0.85213  0.11017  -5.22834
C  0.65614  -0.17637  -5.18424
C  1.36349  0.14043  -6.51549
O  0.86917  -0.65086  -7.57780
C  1.45249  -0.38850  -8.80971
N  1.11819  0.69963  -4.09996
H  -1.08574  1.13785  -5.50654
H  -1.30325  -0.01327  -4.24377
H  -1.26403  -0.60513  -5.94021
H  0.89550  -1.19917  -4.89327
H  2.43425  -0.05918  -6.47410
H  1.16671  1.17043  -6.81297
H  1.22276  0.58319  -9.24692
H  1.01146  -1.12085  -9.48592
H  2.53704  -0.44879  -8.90027
H  2.05514  0.50336  -3.77792
H  1.11953  1.70495  -4.19699
C  1.91020  3.89866  4.54506
C  1.46445  2.58308  3.87516
C  1.65019  1.35544  4.76953
O  3.02191  1.10760  5.20024
C  3.06888  0.11707  6.18326
N  0.08127  2.75785  3.49771
H  1.56003  4.72613  3.92799
H  2.99183  3.79949  4.63632
H  1.52987  4.02530  5.55868
H  2.11931  2.45076  3.01390
H  1.35774  0.39379  4.34788
H  1.07125  1.49582  5.68235
H  2.50131  -0.78694  5.96248
H  2.62533  0.52193  7.09291
H  4.07648  -0.16167  6.49172
H  -0.15141  1.97376  2.90514
H  -0.58573  2.75255  4.25611
C  3.48483  -1.22480  -0.79216
C  3.74583  -1.48253  -2.28539
C  2.75972  -2.35787  -2.96797
O  2.94390  -3.70283  -2.52485
C  2.05436  -4.67888  -3.07959
N  3.92888  -0.17568  -2.91118
H  2.43436  -0.98205  -0.63190
H  4.05547  -0.43385  -0.30544
H  3.66265  -2.09381  -0.15867
H  4.72998  -1.94793  -2.33943
H  2.90846  -2.38517  -4.04742
H  1.77414  -1.91592  -2.82157
H  2.19564  -5.58814  -2.49530
H  2.24879  -4.82548  -4.14204
H  1.03841  -4.29439  -2.98948
H  4.68557  0.28812  -2.42910
H  4.32636  -0.33379  -3.82612
C  0.83565  1.19265  -0.33276
C  -0.40910  0.29783  -0.49662
C  -1.32646  0.48499  0.72315
O  -0.68968  0.20038  1.97818
C  -0.41180  -1.18113  2.15888
N  -1.13024  0.83402  -1.67802
H  1.41107  1.14295  -1.25717
H  1.49257  0.89326  0.48388
H  0.64030  2.24262  -0.11481
H  -0.08382  -0.71085  -0.75131
H  -2.21807  -0.12031  0.55962
H  -1.62495  1.53120  0.65660
H  0.53730  -1.50209  1.72960
H  -1.19435  -1.82178  1.75230
H  -0.25511  -1.35877  3.22283
H  -0.46086  0.76727  -2.43139
H  -1.34457  1.82043  -1.71206
C  0.85637  -2.94027  5.87814
C  0.23772  -4.12572  6.62951
C  -0.34063  -3.85379  8.02638
O  0.70639  -3.45285  8.90662
C  0.41799  -3.78871  10.26801
N  -0.81885  -4.66263  5.78705
H  0.38608  -2.02605  6.24026
H  0.77736  -3.00683  4.79305
H  1.91917  -2.82126  6.08883
H  0.96426  -4.92913  6.75097
H  -0.96572  -4.65148  8.42770
H  -1.03253  -3.01212  7.99511
H  0.53964  -4.86438  10.39541
H  -0.60335  -3.49742  10.51317
H  1.08893  -3.28969  10.96724
H  -1.33631  -5.43159  6.18835
H  -1.52238  -3.97677  5.55310
C  -8.80664  2.14168  -5.72920
C  -8.57563  0.67398  -5.40655
C  -7.20148  0.39610  -4.76539
O  -6.14353  0.87055  -5.53643
C  -4.87843  0.96618  -4.98343
N  -9.67289  0.22520  -4.58020
H  -9.06230  2.75960  -4.86845
H  -9.64964  2.36170  -6.38420
H  -7.92641  2.54543  -6.22948
H  -8.58026  0.15506  -6.36509
H  -7.02641  -0.67154  -4.63273
H  -7.15062  0.84662  -3.77416
H  -4.66317  0.03233  -4.46412
H  -4.73885  1.71392  -4.20273
H  -4.20043  1.21591  -5.79956
H  -10.50669  0.62650  -4.98496
H  -9.55252  0.82561  -3.77700
C  -4.70848  3.92939  -7.51228
C  -3.25528  3.68599  -6.93473
C  -2.32129  2.78892  -7.73617
O  -2.89800  1.52035  -7.97411
C  -2.21147  0.68998  -8.90692
N  -2.67820  4.99656  -6.77170
H  -5.15951  3.03253  -7.93691
H  -4.50475  4.58768  -8.35682
H  -5.36955  4.42619  -6.80218
H  -3.40787  3.23951  -5.95215
H  -1.44348  2.64403  -7.10644
H  -1.99857  3.21617  -8.68560
H  -1.19898  0.47560  -8.56486
H  -2.15448  1.16692  -9.88538
H  -2.71717  -0.27431  -8.95703
H  -2.36404  5.46763  -7.60807
H  -3.28658  5.71311  -6.40223
C  7.35726  -3.81848  4.93402
C  5.90949  -3.44792  5.15321
C  5.20192  -3.11998  3.79536
O  3.81264  -2.84107  4.07652
C  3.16010  -2.04915  3.06648
N  5.24091  -4.49831  5.92398
H  7.79918  -3.99592  5.91449
H  7.82994  -2.92496  4.52621
H  7.56868  -4.65327  4.26580
H  5.88642  -2.54851  5.76853
H  5.19000  -3.94195  3.07960
H  5.71321  -2.33815  3.23373
H  3.76238  -1.16209  2.87029
H  2.20162  -1.60058  3.32765
H  2.99688  -2.68846  2.19887
H  5.22871  -5.37498  5.42256
H  4.27356  -4.20797  5.92902
C  6.26428  2.81835  3.87556
C  6.88335  1.92285  2.77440
C  6.29685  0.50072  2.65725
O  6.89182  -0.33353  1.61475
C  8.21336  -0.79353  1.84873
N  6.69183  2.62761  1.55001
H  6.24162  2.26324  4.81335
H  5.23265  3.14319  3.74024
H  6.89673  3.68373  4.07362
H  7.96356  1.84547  2.89792
H  5.21608  0.58613  2.54428
H  6.44618  -0.08178  3.56637
H  8.61331  -1.30906  0.97559
H  8.18234  -1.46989  2.70293
H  8.86045  0.07718  1.95471
H  7.09712  2.01619  0.85575
H  7.34073  3.39981  1.60206
C  -9.36665  -0.18020  -1.15247
C  -8.74899  1.22040  -0.95760
C  -7.23693  1.20511  -1.11953
O  -6.62033  0.86648  0.10348
C  -5.16842  0.69970  -0.03888
N  -9.29080  2.00084  -2.02553
H  -10.45091  -0.13754  -1.04926
H  -8.92128  -0.80011  -0.37437
H  -9.09644  -0.65427  -2.09606
H  -9.04027  1.64282  0.00408
H  -6.85679  2.21584  -1.26792
H  -6.81811  0.57658  -1.90544
H  -4.93941  -0.25652  -0.50930
H  -4.66501  0.62824  0.92525
H  -4.66776  1.43104  -0.67338
H  -8.71321  2.81174  -2.19564
H  -10.08116  2.45049  -1.58595

Atoms 1-2, force components in eV/Å:
C -0.8 -0.6 -1.4
C 2.5 0.6 -0.8

---

The following is a quantum chemistry calculation of the molecule C3H6N4S at a distorted geometry, from OMol25.

## Properties
E_HOMO ... -8.2 eV
Relative energy (zero: lowest compared OMol25 entry of this formula, charge and spin) ... 4.799 eV
HOMO-LUMO gap ... 8.8 eV
SMILES string ... C/N=C1\NN=CNS1
Total energy ... -734.96946 Ha
Molecular weight ... 130.18 g mol⁻¹

Cartesian coordinates (Å):
C  -0.10248  2.50315  0.66004
C  -0.56915  0.19817  0.09087
C  0.50953  -2.33115  -0.85747
H  -0.54239  3.68344  0.48155
H  0.06053  2.51428  1.91348
H  1.04923  2.40085  0.09694
H  1.47954  0.58920  0.24773
H  1.18618  -3.19438  -1.13358
H  -1.29524  -3.14521  -0.34713
N  -0.98889  1.35273  0.48428
N  0.67483  -0.12169  -0.11029
N  1.17589  -1.19014  -0.78732
N  -0.83427  -2.34630  -0.32965
S  -1.80332  -0.91295  -0.40944

Atoms 1-2, force components in eV/Å:
C 2.0 1.3 2.5
C -2.1 2.9 0.8